39
Properties=species:S:1:pos:R:3 method="wB97M-V/def2-TZVPD" homo_ha=-0.3226 smiles="CC(C)CNC(=O)c1ccc(COc2ccc(Cl)cc2Cl)o1" homo_lumo_gap_ev=9.3 total_charge=0 spin_multiplicity=1
C 4.688 -0.118 0.017
H -5.744 -1.790 -0.222
C -2.206 -0.169 -0.938
C -0.475 0.946 -0.224
H -0.052 2.756 0.833
H -8.136 -1.182 -0.241
Cl 5.369 -2.705 0.315
O -1.690 0.487 0.138
H 2.611 -2.600 1.003
H -7.048 1.934 1.477
H -8.687 0.342 0.456
H -5.320 1.611 1.430
O 1.670 1.845 0.447
C -3.548 -0.776 -0.874
C -6.299 1.148 1.537
C 2.455 0.736 0.436
C 2.942 -1.608 0.740
H -6.415 0.579 -0.531
H 5.709 0.056 -0.279
C -5.525 -1.044 0.546
H 1.030 -0.744 1.064
C 0.312 1.723 0.788
H -5.589 -1.513 1.533
C 2.049 -0.550 0.775
H -8.102 -0.947 1.509
Cl 4.304 2.517 -0.370
H -6.363 0.691 2.523
C -0.194 0.596 -1.513
C 3.790 0.931 0.056
C -1.315 -0.128 -1.976
H 0.699 0.826 -2.056
C -6.540 0.105 0.448
N -4.167 -0.614 0.318
O -4.029 -1.379 -1.814
H -1.458 -0.564 -2.942
H 0.186 1.273 1.783
H -3.720 -0.050 1.023
C -7.955 -0.456 0.548
C 4.255 -1.390 0.362

---

46
Properties=species:S:1:pos:R:3 method="wB97M-V/def2-TZVPD" homo_ha=-0.2989 smiles="Cc1ncc([N+](=O)[O-])n1CCOC(=O)N[C@H](NCc1ccccc1Cl)C(Cl)(Cl)Cl" homo_lumo_gap_ev=7.6 total_charge=0 spin_multiplicity=1
N 3.331 -1.886 -0.953
H 0.634 -0.605 2.505
H 0.878 -4.132 0.088
C -1.698 -0.843 0.978
O 3.796 0.310 -3.416
C -4.797 2.998 -0.815
C -0.617 0.297 1.241
C -1.179 2.535 1.638
H -1.836 0.951 2.832
H 2.794 -4.646 0.206
N -1.230 1.151 2.225
H -0.477 0.656 0.277
H 5.203 -1.732 -0.530
H -5.772 3.275 1.155
H -0.217 2.907 1.097
N 0.671 -0.338 1.682
H 1.482 -1.316 -3.541
O 2.719 -0.614 1.414
C -2.226 2.810 0.985
C 1.676 -0.200 1.032
C 1.958 -3.697 0.332
C -4.638 3.256 0.796
C 2.995 -1.136 -2.292
H 4.068 0.155 0.326
C -3.507 3.079 -1.311
H -3.208 3.117 -2.365
H 4.774 -0.722 1.877
C 1.804 -1.622 -2.649
H -3.723 2.989 2.376
Cl -0.854 2.516 -1.281
C 2.039 -2.709 -0.810
C -3.621 2.985 1.527
Cl -1.879 -1.626 2.775
C 4.462 -1.667 0.086
Cl -3.364 -0.319 0.667
H -1.271 3.215 2.660
C 3.984 -0.549 0.936
O 1.738 0.372 -0.211
C -2.265 3.014 -0.666
O 4.910 0.245 -1.820
N 4.007 -0.311 -2.432
N 1.172 -2.638 -1.780
H 2.053 -3.166 1.150
H -5.525 3.471 -1.305
Cl -1.276 -2.115 -0.320
H 4.319 -2.807 0.583

---

47
Properties=species:S:1:pos:R:3 method="wB97M-V/def2-TZVPD" homo_ha="-0.4134 / -0.4125" homo_lumo_gap_ev="8.4 / 8.2" total_charge=+1 s_squared=6.009 spin_multiplicity=5
Cl -4.638 7.368 0.029
H -3.541 -4.801 -1.097
C 2.312 -0.012 1.964
O -2.045 1.203 0.491
H -0.090 -0.583 -6.702
C -2.689 -3.583 0.453
H -2.501 -3.428 -2.922
C -1.650 4.754 -0.218
N 3.525 -0.037 2.528
C -1.497 2.294 0.138
C -4.367 4.711 0.388
H -1.017 -1.996 -6.265
C -1.895 -2.478 0.702
H 4.321 -0.236 1.947
N -1.346 -1.748 -0.268
H 1.194 2.327 -3.492
C -2.923 -3.946 -0.864
N 0.873 1.728 -2.750
C -3.633 3.538 0.414
H 3.671 0.069 3.518
H -0.594 4.756 -0.449
C -2.354 -3.195 -1.879
C -2.374 5.932 -0.246
C 0.240 0.612 -3.118
H 0.673 2.124 -1.839
N -1.061 -1.632 -3.829
C -3.727 5.898 0.059
H -1.904 6.870 -0.501
N -0.517 -1.166 -6.004
O -0.263 2.284 -0.171
N 0.202 0.305 -4.412
H -5.423 4.714 0.616
C -1.572 -2.104 -1.537
H -3.111 -4.141 1.275
H -1.691 -2.164 1.716
N 1.281 0.227 2.799
S 2.143 -0.262 0.306
H -0.340 1.311 2.328
C -2.274 3.555 0.113
H -0.656 -0.231 2.829
Fe -0.268 0.108 0.018
N -0.017 0.346 2.293
H 1.456 0.509 3.754
C -0.448 -0.813 -4.720
N -0.314 -0.154 -2.141
H -4.108 2.599 0.663
C -0.942 -1.247 -2.583

---

48
Properties=species:S:1:pos:R:3 method="wB97M-V/def2-TZVPD" homo_ha=-0.5791 homo_lumo_gap_ev=4.3 total_charge=+3 spin_multiplicity=1
O -1.285 0.273 -0.180
C -3.077 -4.054 1.711
H 2.995 -4.405 1.080
H 2.474 5.196 -2.429
C -1.274 4.795 -0.086
C -2.019 -0.781 -0.721
C 1.924 5.722 -1.653
C 0.632 -3.580 -1.267
C -2.330 -1.854 0.189
H 2.693 -5.241 -0.496
Se 2.094 1.204 -1.685
C -1.878 -2.001 1.520
H 0.427 -4.479 -1.784
C -3.055 -2.905 -0.395
C -3.426 -4.016 0.353
H -0.392 -1.883 -2.272
H -0.433 6.547 -0.883
O 2.073 3.092 -1.435
N 0.061 2.796 -0.381
C -2.313 -3.053 2.267
C 0.266 -2.309 -1.521
N 0.829 -1.474 -0.521
Se 1.530 0.735 1.957
Re 0.602 0.615 -0.063
H -2.186 5.266 0.177
N 1.510 -3.534 -0.185
N -2.056 2.716 0.609
H -3.954 -4.831 -0.138
H -2.098 -3.068 3.323
C 1.615 -2.274 0.184
C -0.306 5.499 -0.686
H 1.569 -5.373 0.887
H 1.517 6.633 -2.084
Cl -3.606 -5.369 2.637
H 2.112 -1.951 1.098
Se 4.678 3.540 1.706
Sb 4.971 1.250 1.773
H -3.302 -2.873 -1.428
C 0.954 3.594 -1.023
H -2.865 3.236 0.859
Se 5.767 -0.878 1.872
N 0.805 4.913 -1.145
H -2.118 1.694 0.584
C -1.107 3.380 0.014
C 2.230 -4.700 0.341
O -2.411 -0.669 -1.864
H 2.543 6.007 -0.799
H -1.375 -1.149 1.984

---

34
Properties=species:S:1:pos:R:3 method="wB97M-V/def2-TZVPD" homo_ha=-0.2849 smiles=Cc1c[nH]c2ccccc12.Cc1ccccc1 homo_lumo_gap_ev=8.7 total_charge=0 spin_multiplicity=1
C 0.181 2.593 2.451
C 0.913 -1.635 0.397
H 1.106 -2.679 0.551
C -2.542 0.707 -1.597
H 3.279 -2.122 1.995
C -1.560 -2.814 -2.673
C -1.647 -1.308 -2.653
H -2.386 -1.127 -0.616
H -2.531 -3.197 -2.986
C 0.204 1.367 1.783
H 1.049 -1.213 -0.596
H -0.944 -0.984 -4.657
H -0.178 -1.539 0.502
H -0.809 -3.113 -3.399
H 1.316 3.944 3.670
C 2.220 0.790 2.963
C 1.272 2.958 3.228
H -0.724 3.147 2.362
C 1.216 0.453 2.010
N 3.176 -0.196 2.917
C -1.586 0.836 -3.788
H -0.560 1.141 1.056
C -2.232 -0.642 -1.575
C -1.410 -0.544 -3.784
H -3.080 1.159 -0.785
C 2.227 2.024 3.605
H -2.412 2.518 -2.770
H 3.871 -0.318 3.628
C 2.723 -1.203 2.089
H -1.267 -3.236 -1.713
C 1.575 -0.832 1.474
H -1.281 1.413 -4.647
C -2.230 1.451 -2.725
H 3.054 2.202 4.285

---

39
Properties=species:S:1:pos:R:3 method="wB97M-V/def2-TZVPD" homo_ha=-0.2816 smiles="Cc1ccc(/C=N/NC(=O)CNC(=O)Cc2ccccc2)o1" homo_lumo_gap_ev=8.3 total_charge=0 spin_multiplicity=1
C -6.336 -1.314 0.392
O -5.451 0.720 0.225
H 7.057 -0.497 -1.384
N -2.239 -0.521 -0.658
C 4.311 -0.620 0.591
H -7.633 1.431 1.692
C 5.195 -0.938 -0.434
C -4.981 -1.455 0.037
C 3.011 -1.363 0.715
H 6.061 1.913 1.997
H -3.055 1.394 -0.379
C -3.169 0.313 -0.383
H -8.613 0.096 1.057
N -0.983 -0.140 -0.989
H -0.378 -0.941 -1.181
H 1.399 2.050 -1.653
H 7.618 1.336 0.171
H -4.435 -2.358 -0.132
N 1.891 0.418 -0.464
O 1.398 -1.696 -1.053
H 2.556 -1.184 1.691
C 6.693 0.790 0.288
C 6.378 -0.239 -0.585
O -0.983 2.146 -0.803
H 1.129 0.444 -2.390
H 4.948 -1.740 -1.115
C 4.634 0.415 1.460
H 3.961 0.668 2.268
C -6.574 0.031 0.494
C 5.820 1.114 1.311
C 1.052 1.033 -1.471
H -8.103 1.422 -0.004
C -7.807 0.788 0.831
H -7.047 -2.099 0.551
C -0.428 1.096 -1.046
C -4.473 -0.179 -0.055
H 3.161 -2.437 0.595
C 2.023 -0.918 -0.355
H 2.393 1.019 0.169